45
Properties=species:S:1:pos:R:3:mulliken_charge:R:1 method="wB97M-V/def2-TZVPD" energy_ha=-1187.91483 total_charge=+2 e_lumo_ev="-7.444 / -9.245" spin_multiplicity=5 s_squared=6.0096 e_above_lowest_kcal_mol=17.30 largest_force_ev_per_a=5.5 gap_ev="6.2 / 7.5" homo_ha="-0.5009 / -0.6171"
C 1.0923 1.7539 -1.2064 -1.1102
H 1.8816 2.1127 -0.5203 0.7668
H 1.4037 1.5589 -2.1905 0.2676
H 0.4081 0.3100 1.3548 0.4198
C 0.0213 2.8240 -1.1905 -0.0546
H -0.9354 2.4947 -1.6550 0.1830
H -0.2552 3.1442 -0.1699 0.3489
C 0.6554 4.0314 -1.9393 -1.2821
H -0.0529 4.8482 -2.1082 0.3856
H 1.4902 4.4288 -1.3579 0.3479
H 1.0524 3.6509 -2.8895 0.3450
C -0.8172 -1.7046 -0.1539 -0.0219
C -1.4673 -0.9023 -1.1346 1.9052
C -0.5220 -0.5712 -2.1425 0.6318
C 0.7283 -1.1851 -1.8167 -0.2211
C 0.5454 -1.9036 -0.5667 1.0141
C 1.5498 -2.7843 0.0684 -1.8979
C 1.9813 -1.1645 -2.6303 -1.4578
C -0.7799 0.2258 -3.3950 -1.4027
C -2.9167 -0.5354 -1.1310 -1.7042
C -1.5007 -2.5123 0.8856 -1.3077
Rh 0.4212 0.1738 -0.3289 -0.3447
H 2.8427 -1.4593 -2.0255 0.3881
H 1.9374 -1.8319 -3.4890 0.3605
H 2.2088 -0.1717 -3.0422 0.2802
H 2.5588 -2.4744 -0.2170 0.4059
H 1.4649 -2.6901 1.1538 0.3628
H 1.4101 -3.8362 -0.2066 0.3256
H -2.2571 -1.8755 1.3656 0.3634
H -2.0061 -3.4284 0.5081 0.3062
H -0.7665 -2.8315 1.6347 0.3676
H -3.1267 0.2794 -1.8319 0.3880
H -3.5600 -1.3898 -1.3855 0.3491
H -3.1933 -0.1806 -0.1351 0.3460
H -0.0263 1.0010 -3.5857 0.2877
H -0.7862 -0.3867 -4.3049 0.3326
H -1.7464 0.7401 -3.3630 0.3551
S -1.9213 0.4477 3.9792 0.0532
C -0.3040 -0.1964 4.2744 -0.4973
C 0.4374 -0.2684 3.1389 -0.2507
N -0.2267 0.3998 2.1084 0.4216
C -1.5587 0.6871 2.3285 -0.0367
H 0.0941 -0.4574 5.2167 0.4962
H 1.4396 -0.5690 2.9167 0.4579
H -2.3222 1.1172 1.6448 0.3264

---

15
Properties=species:S:1:pos:R:3:mulliken_charge:R:1 method="wB97M-V/def2-TZVPD" energy_ha=-399.73893 total_charge=0 e_lumo_ev=0.678 e_above_lowest_kcal_mol=142.21 largest_force_ev_per_a=11.3 gap_ev=10.3 homo_ha=-0.3542
C -0.5774 0.2992 -0.1483 0.6209
C -0.1311 -0.8970 -1.0142 -0.6026
C 1.0826 -0.6870 0.0568 -0.3504
C -0.0367 -0.2853 0.9787 -0.4232
C 0.1870 1.5102 -0.2267 -0.2988
H -2.5266 -0.0126 0.0764 0.3513
H 0.3833 -0.8037 -2.0448 0.2762
H -0.5539 -1.8734 -0.8000 0.3378
H 1.7471 -1.3957 0.4395 0.5297
H 0.1083 0.1604 2.0546 0.2354
H -0.5510 -1.3252 1.1328 0.2400
H -0.4744 2.5479 0.2801 0.2482
N 1.3436 1.6224 -0.2541 -0.3061
O -1.9598 0.7926 -0.2726 -0.5835
O 1.9590 0.3472 -0.2579 -0.2748